# 1
Below is an isolated molecule of C28H36N4O5 in a non-equilibrium geometry, with properties calculated with ωB97M-V with the def2-TZVPD basis set.

Output
DFT total energy: -45820.025 eV
Frontier orbital gap: 9.86 eV
F_max: 1.5 eV Å⁻¹
Relative energy (zero: lowest compared OMol25 entry of this formula, charge and spin): 2.1 kcal per mole
Structure (SMILES): CC[C@@H](C)[C@H](NC(=O)OCc1ccccc1)c1nnc([C@@H](NC(=O)OCc2ccccc2)[C@@H](C)CC)o1
Lowest unoccupied orbital energy: 0.030 hartree

Structure (XYZ):
```
73
Properties=species:S:1:pos:R:3:forces:R:3
O -4.140 2.457 0.126 -0.2 -0.1 -0.1
H 1.343 -0.440 -1.329 -0.2 0.0 0.1
C -1.874 3.265 -0.152 0.0 0.0 0.0
N -1.181 -0.824 -1.974 1.5 0.1 0.0
C -3.781 1.270 0.649 -0.4 0.0 0.0
H -5.058 0.483 -0.704 0.1 0.0 0.0
C -0.725 3.609 0.546 -0.1 0.0 -0.1
H 1.061 -4.201 0.738 0.0 -0.1 0.0
O -2.916 1.114 1.472 0.2 0.0 0.2
N -2.513 -0.901 -1.778 -1.4 -0.2 0.5
H -3.454 -3.581 -0.854 0.1 -0.1 0.0
H 7.881 -0.741 -1.451 0.1 0.0 -0.1
C 0.631 2.732 -1.229 0.1 0.0 -0.1
H -3.174 3.654 1.514 0.0 0.0 -0.2
H -3.781 -1.283 1.278 -0.1 -0.1 -0.1
H -6.781 -1.066 0.123 -0.1 0.0 -0.1
H 3.123 -2.596 -2.573 0.0 -0.1 -0.1
C -4.347 -3.515 -0.236 -0.1 0.3 -0.1
H 3.169 -3.517 -0.225 0.0 0.0 0.1
C 7.300 -1.314 0.527 0.1 -0.1 0.0
C -0.619 -0.947 -0.816 -0.1 0.2 -0.7
H -5.779 -1.513 2.339 0.1 0.1 0.1
H 1.186 -2.721 1.686 0.0 0.0 0.1
C 0.523 3.351 0.005 0.1 0.1 0.0
C -4.969 -2.124 -0.349 0.0 0.0 0.1
H 0.402 -0.342 1.461 0.2 0.1 0.0
C 4.105 1.505 0.088 0.3 0.2 0.3
H 4.233 2.134 -0.796 0.0 -0.1 0.1
H -0.301 -3.089 0.807 -0.1 -0.1 0.1
H 4.603 -2.218 -1.685 0.1 0.0 -0.1
H -0.437 1.874 -2.878 0.0 0.0 -0.1
C -1.757 2.648 -1.391 -0.1 0.1 0.0
H -5.095 -1.895 -1.413 0.0 0.0 0.0
C 0.836 -0.957 -0.512 0.2 -0.4 -0.1
H 3.376 -0.980 -1.904 0.0 0.1 -0.1
C -2.699 -1.074 -0.510 0.0 0.0 -0.5
H 4.682 -0.018 2.226 -0.1 0.0 0.1
C 5.256 0.548 0.246 -0.1 0.1 -0.1
C 3.531 -2.041 -1.732 0.0 -0.1 0.2
H 3.255 -1.871 0.392 0.0 -0.1 0.1
H 1.409 3.622 0.558 0.1 0.0 0.1
C -6.345 -2.284 1.826 -0.1 0.0 -0.3
C 1.347 -2.424 -0.449 0.2 0.1 0.2
H 1.604 2.521 -1.648 0.1 0.0 0.0
H 6.491 -1.677 2.476 0.0 0.0 0.1
C 7.180 -0.586 -0.644 0.1 0.0 -0.1
C -6.348 -2.048 0.319 0.1 0.0 0.0
H -6.990 -2.793 -0.157 0.0 0.0 -0.1
H -5.051 -4.269 -0.577 0.0 -0.1 0.0
C 5.383 -0.183 1.422 0.0 0.0 0.0
H 6.063 0.899 -1.705 0.0 0.1 -0.1
H -0.807 4.073 1.517 0.0 0.0 0.1
H -3.703 4.410 -0.019 0.0 -0.1 0.1
C -3.242 3.525 0.429 0.3 0.2 0.2
N 1.073 -0.235 0.716 -0.2 -0.1 0.0
H -7.366 -2.256 2.200 0.0 0.0 0.1
O 2.894 0.772 -0.114 -0.2 -0.2 -0.2
H 3.991 2.129 0.981 0.0 -0.1 -0.2
C 0.783 -3.150 0.771 0.0 0.0 -0.3
C 6.159 0.337 -0.786 -0.1 0.1 0.1
O -1.533 -1.118 0.161 0.2 0.0 0.2
H 8.094 -2.038 0.636 0.1 -0.1 0.0
C 6.399 -1.112 1.560 0.0 0.0 0.1
C 2.103 0.602 0.967 -0.1 -0.1 0.1
C 2.879 -2.484 -0.429 -0.2 0.0 -0.3
H 0.990 -2.917 -1.360 0.0 0.0 0.0
O 2.286 1.125 2.038 0.2 0.3 0.3
C -4.002 -1.084 0.225 0.1 0.1 0.1
C -0.511 2.374 -1.924 0.0 0.0 -0.1
N -4.551 0.261 0.141 -0.3 0.1 0.0
H -4.070 -3.738 0.791 0.0 -0.1 0.1
H -2.648 2.368 -1.937 -0.1 -0.1 0.0
H -5.924 -3.255 2.073 0.1 -0.1 0.1
```
Positions in Å, forces in eV/Å.


# 2
Below is a cluster of 2 separate species, C28H36N5O in total in a non-equilibrium geometry, with properties calculated with ωB97M-V with the def2-TZVPD basis set.

Output
DFT total energy: -39111.119 eV
Frontier orbital gap: 7.04 eV
Charge: +1
F_max: 3.4 eV Å⁻¹
Lowest unoccupied orbital energy: -0.141 hartree

Structure (XYZ):
```
70
Properties=species:S:1:pos:R:3:forces:R:3
C -2.660 1.768 5.748 0.0 0.7 0.3
C -2.372 4.479 -4.624 0.0 -0.2 0.3
C -1.228 4.127 -3.893 -0.3 0.0 0.1
H -1.975 1.434 6.551 -0.2 0.0 -0.3
C -1.736 -0.512 2.431 -0.5 0.1 -0.2
C -1.349 3.366 -2.727 -0.1 0.0 -0.2
H -2.303 -4.146 5.900 0.2 0.7 0.2
N -0.499 3.338 3.245 0.2 -0.9 -0.7
H -4.737 3.053 -2.599 0.4 0.1 -0.3
C -1.878 -3.128 5.940 0.1 0.2 0.0
H -4.089 3.370 5.502 0.1 0.0 -0.1
N -2.654 -1.367 -1.714 0.2 1.0 -0.6
N -2.007 -0.085 0.040 0.5 0.5 1.3
C -1.137 -2.695 7.058 0.1 0.4 -0.2
O -2.352 0.096 -3.487 0.1 -0.2 1.9
C -3.637 4.102 -4.154 0.2 0.1 0.1
H -0.822 1.041 -1.314 -0.4 -0.1 0.1
H -2.447 2.590 -0.163 -0.1 -0.1 -0.2
H 0.974 4.850 3.253 0.1 -0.2 0.1
C -1.365 -2.498 0.038 0.1 0.0 -0.1
H -0.070 2.653 2.633 -0.3 0.3 0.4
H 0.116 0.250 5.842 -0.8 -0.6 0.2
H -1.765 -3.511 -0.085 0.1 0.2 -0.1
H -0.040 -1.024 7.990 0.0 -0.5 -0.4
C -1.880 0.775 -1.146 0.3 0.0 -0.5
H -2.414 -3.315 -2.447 -0.1 0.1 -0.1
H -0.864 0.854 3.848 0.5 -2.2 -0.4
C -3.281 3.098 6.186 -0.7 -0.2 0.4
C -2.246 4.206 6.214 -0.1 -0.4 0.5
C -2.454 -1.457 -0.281 -0.1 -0.4 0.0
N -1.564 4.184 4.961 0.1 -0.2 -0.2
H -4.086 -2.840 -2.133 0.1 0.1 -0.1
H -4.129 -2.750 0.150 0.0 0.2 0.1
H -0.241 4.435 -4.237 -0.3 -0.1 0.1
H -3.437 1.009 5.632 0.1 0.1 0.1
H -3.746 2.983 7.177 0.2 0.1 -0.2
H -0.996 -2.402 1.059 0.0 -0.2 -0.2
C -1.371 3.051 4.245 -1.1 -1.1 0.8
H -0.971 -3.363 7.899 -0.3 0.1 -0.1
C -2.310 -0.163 -2.287 -0.2 -0.3 -1.0
C -3.785 -1.745 0.418 -0.1 0.1 -0.2
H -1.948 -1.572 2.306 -0.4 0.6 0.2
H -3.796 1.745 -0.950 0.4 0.1 0.0
C -2.739 2.042 -1.074 -0.3 0.1 0.2
N -1.952 1.892 4.476 -0.9 2.8 0.8
C -1.390 -0.996 4.837 0.2 -0.9 1.3
H -2.769 -2.529 4.046 0.6 0.2 0.6
C -3.120 -2.479 -2.507 -0.1 -0.7 0.3
C -1.697 0.310 1.294 -0.3 -0.8 -0.7
H -4.521 -0.999 0.082 0.1 -0.3 0.1
H -3.234 -2.180 -3.545 0.1 0.2 0.1
C -2.083 -2.252 4.871 0.3 0.7 0.0
C -1.416 -0.090 3.723 2.8 -0.2 -1.9
H -3.678 -1.675 1.500 -0.2 -0.1 -0.2
H -0.479 5.254 2.381 -0.1 -0.1 0.0
C -0.108 4.720 3.258 0.6 0.9 -0.8
H -0.459 3.074 -2.156 -0.3 0.2 -0.3
H -0.004 5.522 5.295 0.1 0.1 -0.1
C -0.532 -1.419 7.095 0.0 -0.3 -0.7
H -1.437 1.367 1.380 -0.1 -0.3 0.0
H -0.505 -2.348 -0.628 -0.3 -0.1 0.1
C -3.753 3.357 -2.980 0.2 -0.3 0.0
C -2.606 2.941 -2.291 -0.1 0.2 0.0
H -1.541 4.035 7.045 -0.1 0.1 -0.1
H -1.370 6.151 4.354 0.3 -0.1 -0.1
C -0.538 -0.645 5.932 -0.6 0.0 -0.2
C -0.737 5.271 4.524 -0.2 0.5 0.4
H -2.691 5.192 6.351 -0.1 0.0 0.0
H -2.277 5.045 -5.552 0.0 -0.2 0.3
H -4.538 4.384 -4.705 0.3 -0.1 0.2
```
Positions in Å, forces in eV/Å.


# 3
Below is a structure of composition C28H37Br2IN3O7P, with properties calculated with ωB97M-V with the def2-TZVPD basis set.

Output
DFT total energy: -205912.129 eV
Frontier orbital gap: 8.81 eV
F_max: 0.6 eV Å⁻¹
Lowest unoccupied orbital energy: -0.015 hartree

Structure (XYZ):
```
79
Properties=species:S:1:pos:R:3:forces:R:3
H -1.019 1.771 -0.904 0.1 -0.1 -0.1
O -2.927 -2.951 1.214 0.0 0.0 0.1
C -1.728 0.973 -0.663 0.0 -0.1 -0.1
H -5.655 -2.235 -0.950 0.0 0.0 0.0
O -4.089 0.552 -1.160 0.1 -0.2 0.1
C -1.954 -0.869 2.006 0.4 -0.1 -0.3
C -2.666 -1.594 0.870 -0.2 0.1 0.1
N 4.469 4.748 -3.009 0.0 0.0 0.0
C 6.164 -2.437 3.021 0.0 0.0 0.0
O -4.386 2.481 3.452 0.2 0.1 0.0
H -3.025 2.096 -1.975 -0.1 0.0 0.1
H 5.697 2.847 0.129 0.0 0.0 0.0
H -2.300 -3.242 1.883 0.0 0.0 0.0
H 6.446 4.992 -3.503 0.0 0.0 0.0
H 0.902 0.336 -0.059 0.0 0.1 0.0
H 4.279 -1.433 3.262 0.1 0.0 0.0
C -3.058 -2.433 -7.543 0.0 0.0 0.0
H 2.313 -1.523 0.649 0.1 0.1 0.1
C -4.576 -0.590 -1.861 -0.2 0.0 0.1
H -2.583 0.805 3.659 -0.2 0.0 -0.1
C -5.769 -1.161 -1.099 0.1 -0.2 -0.1
O -0.495 2.014 4.882 -0.2 0.1 0.3
H 8.671 -2.536 5.069 0.0 0.0 0.0
C 1.332 -1.392 1.092 -0.3 0.0 -0.4
C 6.258 3.899 -1.660 0.0 0.0 0.0
P -2.998 3.024 2.761 0.1 0.0 -0.5
H 3.258 3.168 -0.299 0.0 0.0 0.0
O -2.314 4.002 3.860 -0.1 -0.2 0.2
C -0.703 1.505 3.829 0.1 -0.3 -0.2
N -3.890 -1.682 -4.993 0.0 0.0 0.0
H -3.632 -1.122 0.702 0.1 0.0 -0.1
H -3.050 -4.431 -6.734 0.0 0.0 0.0
C 7.686 -2.271 4.699 0.0 0.0 0.0
H -2.576 0.496 -2.563 0.0 0.1 0.0
H -3.923 0.249 -5.690 0.0 0.0 0.0
C 5.766 4.572 -2.769 0.0 0.0 0.0
C -2.880 1.055 -1.671 0.0 0.1 -0.1
Br 1.558 -2.064 2.899 0.0 -0.1 0.1
I 0.249 3.050 1.280 -0.2 0.0 0.0
C 5.244 -1.652 3.700 0.0 0.0 0.0
C 5.592 -1.163 4.949 0.0 0.0 0.0
H -1.074 -1.438 2.322 -0.1 0.0 0.0
H -2.645 -0.901 2.846 0.0 0.0 0.0
H 2.560 4.400 -2.340 0.0 0.0 0.0
C -3.719 -0.782 -5.959 0.0 0.0 0.0
H 4.902 -0.546 5.511 0.0 0.0 0.0
H 0.972 -3.126 -0.109 0.0 0.0 0.0
H -3.187 -0.328 -7.988 0.0 0.0 0.0
C -3.232 -3.382 -6.548 0.0 0.0 0.0
C -3.307 -1.104 -7.244 0.0 0.0 0.0
C 1.078 0.132 0.995 0.2 -0.3 0.3
H -4.876 -0.298 -2.870 0.1 -0.1 0.0
C 0.015 0.872 1.827 0.0 0.2 -0.5
N 7.366 -2.748 3.499 0.0 0.0 0.0
H -0.397 -2.743 0.894 -0.1 0.1 -0.1
H -1.969 3.590 4.667 0.2 0.0 0.0
H -2.735 -2.725 -8.534 0.0 0.0 0.0
C -1.957 1.425 3.016 0.1 0.0 0.3
H -6.704 -1.001 -1.634 0.0 0.1 0.1
H -3.782 -1.338 -1.957 0.0 0.0 0.0
H 7.325 3.786 -1.520 0.0 0.0 0.0
C 6.840 -1.479 5.461 0.0 0.0 0.0
H 7.156 -1.121 6.432 0.0 0.0 0.0
H -2.111 -1.559 -0.066 0.0 -0.1 0.0
H -0.038 -1.763 -0.554 0.0 0.0 0.0
H 5.925 -2.839 2.042 0.0 0.0 0.0
C 3.999 3.556 -0.983 0.0 0.0 0.0
C -3.648 -2.956 -5.295 0.0 0.0 0.0
C 3.612 4.244 -2.124 0.0 0.0 0.0
C -1.543 0.622 1.746 -0.4 -0.1 0.4
O 0.288 0.768 3.189 0.1 0.6 -0.1
H -5.841 -0.696 -0.115 0.0 0.0 0.0
H -3.797 -3.671 -4.493 0.0 0.0 0.0
C 0.389 -2.297 0.295 0.2 -0.2 0.0
O -2.222 1.164 0.651 0.1 0.2 0.0
C 5.353 3.380 -0.749 0.0 0.0 0.0
H -1.214 0.014 -0.760 0.0 0.0 0.1
H -4.308 2.099 4.334 0.0 0.0 0.1
Br 2.836 0.934 1.357 0.1 -0.2 0.1
```
Positions in Å, forces in eV/Å.


HOMO level for every record listed, in sequence, given in eV: -9.048; -10.879; -9.230.